ORCA calculation (ωB97M-V with the def2-TZVPD basis set) on a cluster of 3 separate species, C11H25ClFNO9S3 in total at a distorted geometry.

Calculated values
- F_max: 4.20 eV Å⁻¹
- LUMO: 0.37 eV
- Orbital gap: 0.3892 Eh
- Multiplicity: 1
- SMILES: CC[C@H](Cl)N(CC=O)S(=O)(=O)F.CCOS(C)(=O)=O.CCOS(C)(=O)=O

Positions of all 51 atoms, in Å:
C 1.5218 1.0439 1.7585
C 0.9550 0.7778 0.3403
C 1.9808 1.1210 -0.8055
Cl 3.0074 -0.3367 -1.0276
N 2.7002 2.3906 -0.5320
C 2.0923 3.4533 -1.3343
C 0.7309 3.9028 -0.6862
O 0.7393 4.0774 0.4760
S 4.3608 2.3424 -0.7150
O 4.8251 3.6562 -0.3993
O 4.7994 1.9958 -2.0296
F 4.9965 1.4061 0.4077
H 2.5337 0.6109 1.8445
H 1.4740 2.1069 2.0401
H 0.8720 0.4907 2.4676
H -0.0060 1.3030 0.1744
H 0.7793 -0.3117 0.2562
H 1.3603 1.2032 -1.7196
H 1.9654 3.1806 -2.4058
H 2.6990 4.3812 -1.3566
H -0.1885 4.0329 -1.3038
O -4.0358 1.1457 4.6637
S -2.7470 0.5325 4.7656
O -1.9340 0.3099 3.6094
O -2.8863 -0.8408 5.5741
C -3.8414 -1.8077 5.1104
C -3.3419 -2.5581 3.8905
C -1.7902 1.3971 5.9687
H -4.8033 -1.3292 4.9142
H -3.9917 -2.5098 5.9301
H -3.2629 -1.8970 3.0270
H -4.0254 -3.3688 3.6343
H -2.3495 -2.9726 4.0731
H -2.3893 1.5297 6.8661
H -1.5235 2.3637 5.5453
H -0.8913 0.8224 6.1809
O 1.0910 -0.8656 -3.4939
S 1.0123 -2.1677 -4.0841
O 1.7110 -2.4822 -5.2903
O -0.5274 -2.5680 -4.2555
C -1.3881 -1.6666 -4.9686
C -1.1820 -1.7534 -6.4689
C 1.4179 -3.3764 -2.8656
H -1.2512 -0.6444 -4.6090
H -2.4094 -1.9596 -4.7265
H -0.1959 -1.3849 -6.7526
H -1.9297 -1.1561 -6.9925
H -1.2509 -2.7879 -6.8076
H 0.8548 -3.1664 -1.9595
H 2.4866 -3.3037 -2.6723
H 1.1757 -4.3622 -3.2563

ORCA calculation (ωB97M-V with the def2-TZVPD basis set) on a structure of composition C11H25ClGaO2.

Calculated values
- F_max: 0.32 eV Å⁻¹
- Total charge: -1
- LUMO: 2.76 eV
- Orbital gap: 0.2814 Eh
- Multiplicity: 1

Positions of all 40 atoms, in Å:
C -1.2631 0.7860 1.4236
C -1.8785 2.1484 1.6600
Cl -0.6735 3.3401 0.8130
C -3.2776 2.3586 1.1893
Ga -4.7071 0.9498 1.7099
H -1.0387 0.6727 0.3637
H -1.9358 -0.0056 1.7412
H -0.3235 0.6710 1.9626
H -1.7700 2.4612 2.6956
H -3.6341 3.3122 1.5840
H -3.2856 2.4521 0.1015
H -4.1140 -0.2458 2.6148
H -5.8685 1.7009 2.5563
H -5.3357 0.3815 0.3324
C 2.0370 -3.5271 0.9725
C 0.8947 -3.9951 0.0707
C -0.2861 -3.2221 0.6495
O 0.2497 -1.9997 1.1472
C 1.6716 -2.0615 1.1832
H 3.0252 -3.6536 0.5315
H 2.0131 -4.0655 1.9228
H 1.0805 -3.6876 -0.9604
H 0.7375 -5.0733 0.0837
H -0.7563 -3.7698 1.4737
H -1.0543 -2.9902 -0.0884
H 2.0810 -1.4342 0.3830
H 2.0149 -1.6654 2.1403
C 1.6177 2.4593 -1.8635
C 1.4032 1.7833 -3.2166
C 2.5746 0.8092 -3.2631
O 2.8343 0.4297 -1.9136
C 2.1124 1.2937 -1.0203
H 0.7204 2.9036 -1.4408
H 2.3900 3.2290 -1.9417
H 0.4567 1.2392 -3.2165
H 1.3988 2.4758 -4.0578
H 3.4695 1.2873 -3.6810
H 2.3636 -0.0905 -3.8446
H 1.2748 0.7429 -0.5818
H 2.7814 1.5996 -0.2157

ORCA calculation (ωB97M-V with the def2-TZVPD basis set) on the ion C11H25ClO6PS with charge +1.

Calculated values
- F_max: 0.39 eV Å⁻¹
- Total charge: +1
- LUMO: -2.20 eV
- Orbital gap: 0.3858 Eh
- Multiplicity: 1

Positions of all 45 atoms, in Å:
O 1.8387 -1.6363 1.3094
S 2.8581 -1.7118 0.3059
O 2.4435 -2.0122 -1.0434
O 3.9706 -2.7643 0.7206
C 3.8353 -0.2157 0.3467
C 3.4723 0.6694 -0.8410
C 2.0131 1.1667 -0.7722
C 1.1204 0.6204 -1.9122
P -0.3194 -0.2680 -1.3073
C -1.0905 -1.1878 -2.6560
C -2.4871 -1.7922 -2.4423
C -2.5442 -3.0237 -1.5583
Cl -2.1787 -2.6414 0.1571
C -1.5441 0.8719 -0.6009
O -0.8311 1.7682 0.1962
C -1.6442 2.7229 0.9025
O -1.0482 3.0478 2.0949
C -0.7325 1.9706 2.9867
C -1.9340 1.1542 3.4681
O -2.0491 1.3527 4.8649
H 3.7144 -3.6638 0.4532
H 3.5634 0.2547 1.2927
H 4.8887 -0.4862 0.3754
H 4.1727 1.5038 -0.8674
H 3.6321 0.0926 -1.7541
H 1.9746 2.2542 -0.7859
H 1.5853 0.8865 0.1941
H 1.6686 -0.1192 -2.5030
H 0.7761 1.3981 -2.5982
H 0.1161 -1.1214 -0.3011
H -1.1350 -0.4678 -3.4801
H -0.3727 -1.9595 -2.9546
H -2.8524 -2.0931 -3.4279
H -3.1883 -1.0383 -2.0761
H -3.5383 -3.4613 -1.5705
H -1.8240 -3.7788 -1.8702
H -2.0779 1.3585 -1.4326
H -2.2628 0.2629 -0.0369
H -1.6927 3.6438 0.3180
H -2.6500 2.2931 1.0188
H 0.0203 1.3314 2.5222
H -0.2932 2.4539 3.8559
H -2.8427 1.4957 2.9564
H -1.7924 0.0917 3.2340
H -2.7388 0.7772 5.2186

ORCA calculation (ωB97M-V with the def2-TZVPD basis set) on a structure of composition C11H25CrN7S3.

Calculated values
- F_max: 0.55 eV Å⁻¹
- Total charge: +1
- LUMO (spin up / spin down): -3.09 / -2.78 eV
- Orbital gap (spin up / spin down): 0.2536 / 0.2640 Eh
- Multiplicity: 2
- <S²>: 0.7848

Positions of all 47 atoms, in Å:
Cr -0.4291 -0.0174 0.0303
C 2.0817 0.0682 4.9651
N 0.9479 0.4287 4.1037
C -0.3726 0.4780 4.7467
C 0.9799 0.2591 2.7649
N -0.0589 0.1216 2.0104
N 2.2425 0.2637 2.1909
C 2.5359 0.1302 0.8518
N 3.8558 0.1670 0.5854
N 1.6121 -0.0113 -0.0501
H 1.8659 0.4300 5.9650
H 3.0082 0.5631 4.6763
H 2.2457 -1.0086 5.0070
H -0.2534 0.8902 5.7440
H -0.8255 -0.5127 4.8233
H -1.0386 1.1380 4.1955
H -0.9280 0.0541 2.5203
H 3.0116 0.4725 2.7985
H 4.5499 0.2424 1.3062
H 4.1798 0.0986 -0.3627
H 2.0390 -0.1086 -0.9651
S -4.5501 0.1068 1.7511
C -3.1131 0.0492 1.0188
S -2.1899 -1.3706 0.5552
S -2.1925 1.3831 0.3431
C -2.1766 -1.5430 -5.8233
C -1.8727 -0.1312 -5.3560
N -0.8821 -0.0765 -4.2581
C 0.5305 -0.0253 -4.6677
C 1.2536 -1.3658 -4.5978
C -1.2507 -0.1212 -2.9727
C -2.6935 -0.1801 -2.6118
N -0.3816 -0.1022 -1.9697
H -3.0332 -1.5365 -6.4993
H -2.4127 -2.1982 -4.9816
H -1.3328 -1.9785 -6.3634
H -2.7726 0.3911 -5.0472
H -1.4483 0.4607 -6.1661
H 1.0416 0.7393 -4.0796
H 0.5404 0.3548 -5.6859
H 1.2783 -1.7767 -3.5860
H 2.2830 -1.2555 -4.9461
H 0.7654 -2.1068 -5.2306
H -3.1274 0.8184 -2.7030
H -2.7929 -0.5094 -1.5715
H -3.2346 -0.8592 -3.2675
H 0.5674 -0.0928 -2.2998

ORCA calculation (ωB97M-V with the def2-TZVPD basis set) on a cluster of 2 separate species, C11H25N6O2P in total at a distorted geometry.

Calculated values
- F_max: 2.02 eV Å⁻¹
- Total charge: +1
- LUMO (spin up / spin down): -3.09 / -3.09 eV
- Orbital gap (spin up / spin down): 0.2757 / 0.3114 Eh
- Multiplicity: 2
- <S²>: 0.7541

Positions of all 45 atoms, in Å:
N -2.4656 2.7743 -1.4159
P -1.5367 2.2578 -2.7356
O -2.1954 2.9947 -4.0252
C 0.0133 3.2827 -2.4253
N 1.1270 2.6162 -2.1381
C 2.0717 3.5539 -1.9847
N 3.3450 3.2641 -1.6962
N 1.5584 4.7834 -2.1584
N 0.2437 4.5944 -2.4626
H -2.4629 2.0226 -0.7342
H -3.4123 2.9937 -1.7009
H -2.2232 2.3395 -4.7261
H 4.0786 3.8729 -2.0026
H 3.5787 2.4251 -1.2026
H 2.0333 5.6678 -2.1197
H -0.4108 5.3294 -2.6736
C 1.9168 -2.1368 0.6616
C 0.9406 -1.1083 1.2826
C 0.7318 -1.4082 2.7673
C -0.1453 -2.6320 3.0257
C -1.4653 -2.5274 2.2633
C -1.2756 -2.2663 0.7695
N -0.3573 -1.1090 0.5441
O -0.9840 0.0032 0.7446
C -0.7411 -3.5347 0.0794
C -2.6277 -1.9901 0.1214
C 1.6149 0.2522 1.1373
H 1.8895 -3.1043 1.1592
H 1.7116 -2.2890 -0.3980
H 2.9452 -1.7860 0.7375
H 0.2689 -0.5411 3.2492
H 1.7053 -1.5430 3.2427
H 0.3828 -3.5490 2.7519
H -0.3490 -2.7102 4.0944
H -2.0432 -3.4434 2.3946
H -2.0605 -1.7200 2.7014
H -0.4978 -3.3357 -0.9651
H -1.5034 -4.3123 0.0991
H 0.1371 -3.9591 0.5585
H -3.1591 -1.1726 0.6060
H -3.2546 -2.8764 0.1990
H -2.5145 -1.7490 -0.9373
H 1.7531 0.5059 0.0822
H 2.5924 0.2205 1.6167
H 1.0455 1.0496 1.6127

ORCA calculation (ωB97M-V with the def2-TZVPD basis set) on the molecule C11H25N6PS at a distorted geometry.

Calculated values
- F_max: 2.98 eV Å⁻¹
- LUMO: 0.78 eV
- Orbital gap: 0.3469 Eh
- Multiplicity: 1
- SMILES: CCCCCc1nc(N)n(P(=S)(N(C)C)N(C)C)n1

Positions of all 44 atoms, in Å:
S 2.4969 1.3155 -2.0356
N -1.0930 2.1256 0.5484
N -0.8975 -0.1376 0.3113
C -0.0337 1.9042 -0.1423
C -1.6198 0.8554 0.7781
N 0.7078 3.0142 -0.4418
N 0.1142 0.5103 -0.3550
N 2.6623 -0.6546 0.2410
N 1.3928 -1.5744 -2.0266
C 4.0179 -0.8913 -0.1869
C 2.4876 0.1191 1.5058
C 1.0274 -1.2885 -3.4284
C 0.6661 -2.6471 -1.2932
C -4.9129 -1.9226 -1.6157
C -2.9047 0.7191 1.5146
C -5.5625 -0.7468 -0.9543
C -3.9398 -0.2708 0.9213
C -4.5316 0.2039 -0.3803
P 1.6017 -0.1325 -1.0400
H 1.3831 2.9391 -1.2166
H 0.1557 3.8455 -0.3963
H 4.1166 -1.4039 -1.1344
H 4.5414 0.0900 -0.2607
H 4.5974 -1.4760 0.5459
H 2.4645 1.1978 1.3534
H 3.3443 -0.1286 2.1472
H 1.5695 -0.1825 2.0488
H 1.6627 -0.5641 -3.8840
H -0.0143 -0.9468 -3.5642
H 1.1874 -2.2437 -3.9938
H 1.0889 -2.7454 -0.2701
H 0.7885 -3.6209 -1.7810
H -0.3980 -2.3831 -1.2525
H -4.1184 -1.6292 -2.3335
H -4.4412 -2.5650 -0.8610
H -5.6476 -2.4737 -2.1691
H -2.6375 0.3271 2.4791
H -3.3336 1.6897 1.6840
H -6.2712 -1.0571 -0.1558
H -6.1629 -0.1881 -1.6647
H -3.4485 -1.2591 0.7656
H -4.7454 -0.3577 1.6476
H -4.9983 1.1496 -0.2478
H -3.7224 0.3316 -1.0845

ORCA calculation (ωB97M-V with the def2-TZVPD basis set) on a structure of composition C11H26BFIKNO7P at a distorted geometry.

Calculated values
- F_max: 4.96 eV Å⁻¹
- LUMO: -2.20 eV
- Orbital gap: 0.1754 Eh
- Multiplicity: 1

Positions of all 50 atoms, in Å:
C 1.8142 3.0686 1.4493
C 2.2335 2.1518 0.3042
N 2.2439 0.7841 0.7286
P 2.6067 -0.4416 -0.6433
B 4.2804 -1.0381 0.1841
O 4.4952 -2.3208 0.5568
O 5.3471 -0.1622 0.3728
O 1.6790 -1.6601 0.2469
C 0.3749 -1.2954 0.3410
I -0.7843 -2.8857 1.2308
C -0.0834 -0.6987 -0.9986
C -1.1662 0.3503 -0.7870
O -2.3506 -0.1646 -0.2196
C -3.3867 0.7726 -0.1524
O -4.1650 0.5626 0.9785
C -3.4546 0.2351 2.1621
C -2.3729 1.2279 2.5935
O -2.6560 2.5786 2.2262
C -0.3846 -1.5981 -2.2090
F 0.5830 -2.5970 -2.2772
C -1.7665 -2.2213 -2.4222
C -1.9355 -3.6856 -1.9911
O 1.0512 0.0771 -1.3502
H 0.8571 2.7663 1.8726
H 2.5490 3.0472 2.2585
H 1.7624 4.0788 1.1036
H 1.5318 2.2419 -0.5302
H 3.2365 2.4789 -0.0496
H 2.9871 0.6797 1.4160
H 3.2633 0.6102 -1.4128
H 2.7948 -1.3438 -1.7472
H 3.6602 -2.8072 0.5302
H 5.4817 0.3726 -0.4141
H 0.2564 -0.5056 1.0866
H -1.3651 0.8657 -1.7350
H -0.7187 1.0809 -0.0975
H -4.0639 0.6900 -1.0064
H -2.9426 1.7813 -0.1413
H -4.2190 0.1400 2.9290
H -2.9710 -0.7362 2.0441
H -1.4042 0.9103 2.2003
H -2.3032 1.2026 3.6810
H -2.0873 2.8193 1.4935
H -0.1892 -0.9196 -3.0433
H -1.9595 -2.1665 -3.4936
H -2.5125 -1.5935 -1.9418
H -2.7708 -3.8021 -1.3037
H -2.1348 -4.3163 -2.8552
H -1.0536 -4.0660 -1.4865
K 2.1121 5.4518 0.3190

ORCA calculation (ωB97M-V with the def2-TZVPD basis set) on a structure of composition C11H26N2O2P2SY at a distorted geometry.

Calculated values
- F_max: 2.97 eV Å⁻¹
- Total charge: +2
- LUMO (spin up / spin down): -6.04 / -8.62 eV
- Orbital gap (spin up / spin down): 0.2834 / 0.1810 Eh
- Multiplicity: 2
- <S²>: 0.7824

Positions of all 45 atoms, in Å:
Y 0.2977 0.0831 -0.0864
P 0.2728 3.0290 -0.1331
P 1.9898 -2.2384 0.5567
N -1.4592 0.8570 -1.3475
N -0.8223 -1.8283 -0.5384
H -3.2521 -0.0018 -1.9968
H -2.9536 -2.1624 -0.5185
H -3.1662 0.1050 -0.2222
C -2.5439 -0.0896 -1.1417
H -2.2258 -1.9704 -2.1490
C -2.1698 -1.6072 -1.0952
H -2.9079 2.4065 -1.2437
H -1.1062 -3.9181 -0.7781
C -1.9763 2.1494 -1.8284
C -0.4235 -3.1097 -0.4559
H -1.5719 4.1587 -1.1317
C -0.9884 3.2982 -1.5157
H -0.4345 3.6517 -2.4033
H 3.0255 -2.5700 -0.3808
H 2.4997 -2.9679 1.7004
H 1.3649 3.7317 -0.7288
H -0.1258 4.1445 0.6414
O 2.2663 0.1428 -1.4913
C 2.0708 0.1420 -2.7589
C 2.1283 1.4052 -3.5617
C 1.4525 -1.0032 -3.4811
H -2.4305 2.2600 -2.8476
H 1.7274 2.2872 -3.0383
H 3.1662 1.6177 -3.8570
H 1.5169 1.3046 -4.4666
H 0.7716 -1.5926 -2.8619
H 0.8273 -0.6527 -4.3102
H 2.2724 -1.6288 -3.8883
C 0.8257 -3.4954 0.0220
H 1.0656 -4.5597 0.0152
C -0.6281 -2.4572 3.5661
S -1.5378 -1.2033 2.6792
C -2.2562 -0.3820 4.0981
O -0.4633 -0.2493 2.0813
H -1.3539 -3.0410 4.1359
H 0.0910 -2.0139 4.2557
H -0.1214 -3.1180 2.8650
H -1.5154 0.1534 4.6902
H -3.0304 0.3054 3.7495
H -2.7398 -1.1348 4.7238